Record 1
Entry from the Open Molecules 2025 dataset: a gas-phase ion, C10H16N (charge +1) in a non-equilibrium geometry (ωB97M-V/def2-TZVPD).

Results
HOMO level: -13.895 eV
SMILES: C[N+]1(C)[C@@]23CC=C[C@]21CCC3
molar mass: 150.25 g mol⁻¹
net charge: +1
lowest unoccupied orbital energy: -2.650 eV

```
27
Properties=species:S:1:pos:R:3:forces:R:3
C 0.988148 1.852830 -0.091525 1.1520 0.2407 -1.9881
N -0.117947 0.980628 0.005728 -2.6616 -0.1502 -0.0723
C -1.315873 1.800397 -0.114146 -2.2074 -0.6271 -3.8514
C -0.152142 -0.253604 0.754921 -0.7060 -2.4399 0.2058
C -1.518601 -0.911073 1.246971 2.7085 0.9304 -1.4853
C -2.136555 -1.152760 -0.082615 -2.4684 -2.2699 0.5846
C -1.484576 -0.830836 -1.155272 1.0197 1.6000 -2.1354
C -0.172737 -0.316152 -0.786634 2.4851 -0.0294 2.1327
C 1.202890 -0.771778 -1.246011 -0.2931 -2.1981 -0.9300
C 1.963078 -1.273615 0.031759 -0.9228 -2.8792 1.1028
C 1.164938 -0.737803 1.283330 0.8082 -0.1676 0.7153
H 1.850519 1.289518 -0.058350 2.0385 -0.9452 0.4440
H 1.066014 2.341508 -1.072507 -0.6678 -0.0829 0.1717
H 0.981125 2.576527 0.648628 -0.0578 1.2764 1.5905
H -1.061901 2.775273 0.200758 -0.2085 0.9983 0.5046
H -1.346363 1.756425 -1.291783 -0.7701 1.0811 2.1457
H -2.349978 1.457585 0.216505 1.9232 0.0963 0.0547
H -2.185137 -0.296901 1.771643 -0.7052 1.1771 1.1558
H -1.172215 -1.696200 1.917299 -0.6045 -0.5162 -0.3857
H -3.118264 -1.585399 -0.221005 -0.3022 0.0807 0.4987
H -1.827076 -0.734336 -2.191544 -0.1256 -0.6422 0.5285
H 1.829841 -0.057437 -1.722640 0.1621 1.1278 -0.3519
H 1.068789 -1.517344 -2.116647 0.1441 0.6482 1.7209
H 2.044444 -2.425465 0.214377 -0.4774 1.8377 -1.0575
H 2.996731 -0.987514 0.060262 0.4385 0.5232 -0.0969
H 1.092083 -1.428267 2.223605 0.0720 1.1484 -2.0464
H 1.710774 0.145785 1.574888 0.2263 0.1816 0.8445
```
Forces are in eV/Å.


Record 2
Entry from the Open Molecules 2025 dataset: 2 unconnected molecules or ions with the total composition C4H8NO2 in a non-equilibrium geometry (ωB97M-V/def2-TZVPD).

Results
HOMO level: -12.934 eV
molar mass: 102.11 g mol⁻¹
net charge: +1
lowest unoccupied orbital energy: -4.986 eV

```
15
Properties=species:S:1:pos:R:3:forces:R:3
C -0.625008 0.830303 1.261044 -2.0035 1.9945 2.5597
C -0.120737 -0.035913 0.567623 -0.1947 0.0235 0.8523
C -0.022880 -0.543588 -0.709050 1.4827 0.1485 -2.6250
C -1.350865 1.173596 -1.653192 0.6122 1.6724 6.5310
N 1.297618 -0.961523 1.625623 3.2345 -0.4774 0.1660
O 0.813684 -1.507507 -0.922656 0.3075 -0.7181 0.6314
O -0.536950 -0.014748 -1.769553 -0.0742 0.0783 0.1196
H -0.831313 1.275362 2.281854 0.4739 -0.5369 -1.9002
H -0.727393 2.104039 -1.206147 -0.9760 -2.3036 -1.3796
H -2.051188 0.966418 -0.727244 0.8995 0.4948 -2.2905
H -1.850082 1.469175 -2.496097 -0.8553 -0.1187 -2.4212
H 2.118838 -0.252236 1.561823 -1.4284 -1.9101 -0.4420
H 1.626110 -1.951991 1.365227 -0.2786 2.0222 1.0022
H 1.107790 -0.849768 2.635034 -0.4396 -0.7579 -0.6197
H 1.152376 -1.701620 -1.814290 -0.7601 0.3885 -0.1841
```
Forces are in eV/Å.


Record 3
Entry from the Open Molecules 2025 dataset: a molecular structure, C16H21N3O3PtS in a non-equilibrium geometry (ωB97M-V/def2-TZVPD).

Results
HOMO level (alpha / beta): -22.283 / -23.549 eV
spin multiplicity: 5
<S²>: 6.028
molar mass: 530.51 g mol⁻¹
net charge: +4
lowest unoccupied orbital energy (alpha / beta): -13.765 / -18.870 eV

```
45
Properties=species:S:1:pos:R:3:forces:R:3
N -2.814438 0.339811 -1.298512 -0.0445 0.4601 0.2550
C -3.872844 0.801454 -1.250721 0.3253 -0.1993 -0.3412
C -5.210017 1.342979 -1.249025 -0.1099 -0.0025 0.1009
H -5.751046 0.951406 -2.117622 -0.0023 0.1229 0.1314
H -5.126706 2.430728 -1.309570 -0.2560 -0.0253 0.0092
H -5.712226 1.045272 -0.321842 -0.0532 0.1451 -0.1680
N 1.511705 2.008603 1.906990 0.3152 0.4976 -0.6775
C 2.247921 2.758138 2.394857 -0.8033 -1.0079 0.4042
C 3.099011 3.579320 3.200939 0.3050 0.4448 -0.0320
H 2.846757 4.632177 3.023720 0.1193 -0.0898 0.1455
H 4.139814 3.389577 2.915718 -0.0383 0.0911 0.1451
H 2.940690 3.323955 4.259002 0.0245 0.0448 -0.1954
N 1.949367 -1.610312 -1.556423 -0.4579 -0.5531 -0.5447
C 2.019610 -2.476786 -2.325679 0.4909 1.0691 0.8830
C 2.213915 -3.548528 -3.246309 0.0679 -0.4806 -0.4327
H 2.779698 -4.346556 -2.748975 -0.0708 0.0453 -0.1649
H 2.780515 -3.182534 -4.110999 -0.0645 -0.1489 0.0865
H 1.237509 -3.917849 -3.571060 0.1299 -0.1182 -0.0924
Pt 0.575724 0.929217 0.123386 0.9132 -0.0019 1.3803
C 1.428668 -0.684101 0.875179 3.5981 -5.8782 2.5030
O 1.878533 -1.645898 1.342100 -2.2155 4.5052 -1.7955
C -1.104403 0.749045 1.041065 -6.8928 -0.1382 3.7315
O -2.112782 0.672972 1.604679 4.4917 0.2320 -2.2060
C -0.463907 2.550748 -1.458456 -0.3174 0.9104 0.0844
C -0.493837 1.465403 -2.320913 -2.4037 1.1429 -0.5094
C 0.654954 0.725030 -2.581159 1.1158 -1.3191 -1.6713
C 1.876304 1.124769 -2.060731 1.6964 0.5493 0.2562
C 1.934057 2.173784 -1.122912 0.8396 0.0563 -0.9513
C 0.749545 2.911279 -0.827506 -0.3698 0.9470 -0.7011
H -1.352571 3.162846 -1.305708 0.1256 -0.1768 0.0934
H -1.401177 1.203980 -2.855538 0.0987 0.2314 0.0073
H 0.573118 -0.111413 -3.266175 0.2299 0.0676 -0.0140
H 2.798305 0.645251 -2.368554 -0.0797 -0.1307 0.1217
H 2.882343 2.500909 -0.716795 0.0767 -0.0426 -0.0412
H 0.811945 3.799750 -0.211291 -0.0998 0.0227 0.0356
C -2.890586 -2.533344 -0.592344 -0.3608 0.6995 -0.1053
S -1.125752 -2.208243 -0.884010 -1.2460 -2.5469 0.0796
C -0.464792 -3.751848 -0.191604 0.7784 -0.1913 0.3472
O -0.907709 -2.293637 -2.359000 0.0780 0.6167 -0.1501
H -3.037372 -2.715784 0.475432 0.1716 -0.1139 -0.0639
H -3.183551 -3.384343 -1.219689 0.2754 0.0584 0.1622
H -3.405602 -1.620936 -0.891442 -0.0230 -0.4396 0.0430
H -1.005220 -4.604688 -0.656049 0.1881 0.6343 0.1671
H 0.618702 -3.804044 -0.397715 -0.5425 0.0235 0.1006
H -0.635245 -3.724426 0.899400 -0.0038 -0.0133 -0.4162
```
Forces are in eV/Å.


Record 4
Entry from the Open Molecules 2025 dataset: 2 unconnected molecules or ions with the total composition C6H15N2 in a non-equilibrium geometry (ωB97M-V/def2-TZVPD).

Results
HOMO level (alpha / beta): -10.735 / -15.753 eV
spin multiplicity: 3
<S²>: 2.019
molar mass: 115.20 g mol⁻¹
net charge: +1
lowest unoccupied orbital energy (alpha / beta): -3.672 / -8.138 eV

```
23
Properties=species:S:1:pos:R:3:forces:R:3
C -0.194671 2.368650 -1.149542 -0.3591 3.9426 -2.4463
C -2.625116 0.352561 -1.055462 0.9636 0.1083 -2.0478
C -2.280417 -0.822772 1.242501 -0.0390 0.6749 0.0058
C 3.860492 -0.362435 -0.147151 0.7530 -0.1455 1.8630
C -1.730677 -0.507580 -0.234039 0.1923 -1.6381 1.9991
C -0.337402 0.085650 -0.130569 -1.0650 -0.9207 -0.1989
N -0.123807 1.219063 -0.727994 2.7615 -4.7535 1.6411
N 0.613546 -0.654355 0.455415 0.6674 2.7053 -1.9791
H 0.163576 2.659245 -2.125039 0.6646 0.1752 -0.0782
H -0.589881 3.101971 -0.507403 -1.1522 1.1414 0.5741
H -2.479180 1.387770 -0.788314 -0.6823 0.3473 -0.0250
H -3.630530 0.020352 -1.036487 -1.0406 -0.0798 0.4713
H -2.344863 0.216283 -2.145728 -0.1331 0.5024 1.1144
H -3.254673 -0.339301 1.340172 0.0153 -0.0180 -0.1347
H -2.458045 -1.856987 1.572305 0.4235 0.1465 -0.6398
H -1.672733 -0.321317 2.034555 -0.1821 -0.4046 -0.6317
H 3.982848 -1.084310 0.729708 -0.1569 1.4373 -0.6586
H 4.466710 -0.842254 -0.875515 0.2288 -0.2839 -1.0862
H 2.815042 -0.387662 -0.444087 0.4926 0.3349 -0.5998
H -1.550235 -1.425565 -0.852732 -0.1156 0.3103 0.9206
H 0.278327 -1.248397 1.126503 -0.8689 -2.4302 1.7387
H 4.295348 0.672373 0.006908 -0.8692 -1.3008 0.1758
H 1.611746 -0.427037 0.471702 -0.4985 0.1487 0.0224
```
Forces are in eV/Å.


Number 4 is which compound? C6H15N2


Number 2 is which compound? C4H8NO2


The lowest molar mass belongs to which entry? C4H8NO2